The following is a DFT calculation (the ωB97M-V functional and the def2-TZVPD basis) of a structure of composition C27H46BrNOP2SW at a distorted geometry.

For the molar mass, the calculation gives 758.43 g/mol. The value obtained for the gap between HOMO and LUMO (spin up / spin down) is 0.2049 / 0.1901 Ha. As for the energy above the lowest of the compared OMol25 structures with the same formula, charge and spin: 167.4 kJ/mol. Its total energy is -133515.167 eV.

Geometry as ORCA input:
```
! RIJCOSX wB97M-V def2-TZVPD def2/J DEFGRID3
* xyz 4 3
N -0.58409 2.19178 7.21951
C -1.42426 1.22797 6.83106
C -0.98560 0.11029 6.10913
C 0.35140 0.10584 5.65716
C 1.25220 1.02726 6.23095
C 0.71871 2.10381 6.94708
C 0.77831 -0.71354 4.54704
W 1.02235 -0.97886 -0.48387
P -0.77025 -0.85584 -3.28871
C 2.01307 -0.65276 4.00281
C 2.20212 -1.13441 2.60737
C 3.04184 -0.42159 1.75086
C 3.10871 -0.77931 0.36657
C 2.60643 -2.05618 0.11535
C 1.65591 -2.73472 0.84418
C 1.41751 -2.20520 2.14968
Br 1.97230 -2.08273 -2.46100
H 0.00198 -1.34388 4.11759
H 2.86988 -0.17897 4.48543
H -1.66781 -0.69914 5.84259
H 2.32521 0.93695 6.05784
H -2.47763 1.32721 7.09799
H 1.37511 2.89831 7.30154
H 3.58265 0.45498 2.13261
H 0.77023 -2.69480 2.88318
H 3.76233 -0.28348 -0.35360
H 1.22729 -3.66631 0.49556
P 0.55519 1.49007 -0.00644
C -1.16046 -2.66434 -3.51229
C -0.67993 -3.36001 -4.77552
H -2.24970 -2.76935 -3.41131
H -0.71963 -3.15675 -2.63143
H -0.93852 -4.42692 -4.74686
H -1.14272 -2.95844 -5.68993
H 0.41390 -3.30807 -4.86650
C 0.43924 -0.21832 -4.57171
C 0.43098 -0.74436 -5.99882
H 1.43336 -0.41361 -4.13267
H 0.31190 0.87757 -4.57951
H 1.40286 -0.52807 -6.46598
H 0.31346 -1.82502 -6.05662
H -0.35353 -0.29181 -6.62116
C -2.32196 -0.00523 -3.79001
C -3.02928 -0.63088 -4.98634
H -2.06964 1.04050 -4.01114
H -2.96357 -0.00045 -2.89489
H -3.85172 0.02314 -5.29873
H -2.35353 -0.73964 -5.84500
H -3.44885 -1.61437 -4.74909
C -0.97009 2.53493 -0.25426
C -1.39309 2.82585 -1.68554
H -0.71627 3.49626 0.21875
H -1.78755 2.10544 0.34270
H -2.40670 3.24884 -1.67760
H -0.74319 3.58120 -2.14856
H -1.39837 1.93692 -2.32858
C 1.68955 2.53295 -1.02085
C 3.16744 2.47024 -0.67958
H 1.31885 3.56503 -0.90893
H 1.51455 2.24821 -2.06994
H 3.68711 3.21536 -1.29552
H 3.34611 2.71398 0.37350
H 3.61579 1.49564 -0.89425
C 0.87854 1.97828 1.77416
C -0.28346 2.45932 2.65052
H 1.68408 2.73093 1.74426
H 1.29492 1.06932 2.23039
H 0.12148 2.71670 3.64104
H -0.78047 3.35186 2.24089
H -1.01679 1.65337 2.79868
C -1.53531 -2.96930 1.03514
S -0.91136 -1.25890 0.85296
C -2.39279 -0.55669 0.07856
O -1.05459 -0.68918 2.25902
H -1.99884 -3.32884 0.11126
H -2.29818 -2.87769 1.82034
H -0.75451 -3.66793 1.34638
H -3.04815 -0.34803 0.93452
H -2.14280 0.36863 -0.44960
H -2.84963 -1.28099 -0.60378
*
```